ORCA calculation (ωB97M-V/def2-TZVPD) on a molecular structure, C46H45ClIrN6O3Si.

Output
* molecular weight: 985.7 g/mol
* calculated total energy: -86746.4039 eV
* net charge: +1
* ⟨S²⟩: 6.032
* orbital gap (spin up / spin down): 0.2002 / 0.1772 Eh
* largest force on an atom: 5.3 eV/Å
* 2S+1: 5

CARTESIAN COORDINATES (ANGSTROEM)
C (2.7132, -3.0940, -0.8761)
H (-2.0228, 3.6864, -5.3313)
H (5.3417, 0.3943, -3.3525)
C (-3.9368, -1.9238, 1.8382)
H (-4.5900, 2.8704, -0.2288)
H (-5.4302, -1.4477, 3.9847)
H (5.6737, 0.0161, -0.9149)
C (-2.6970, 5.4661, 1.8917)
Si (-1.7243, 2.1055, -0.5003)
H (-4.0433, 2.3094, -5.8321)
C (-1.8659, -2.5708, -1.1113)
H (5.4182, -3.8894, 2.0634)
H (2.0939, -3.7469, 2.8884)
C (2.2527, 0.1596, -1.0238)
H (4.5093, 0.5159, 1.3440)
H (-5.5465, 0.7776, 5.2396)
C (2.7638, 3.4321, 0.2942)
H (-0.3523, -3.8671, -3.8555)
C (3.3033, -3.8373, 0.3526)
C (4.6539, 0.1199, -1.3235)
H (0.1039, -2.5495, 0.6625)
C (2.2956, -4.9636, 0.7103)
H (2.9241, 3.7766, -1.8262)
H (3.4969, -2.5438, -1.4316)
H (4.9234, -5.3409, 0.4152)
H (2.2823, 2.8903, 2.3233)
H (1.2738, -4.5998, 0.9488)
H (-0.0651, 2.3990, 1.8271)
C (-4.0528, -0.6394, 2.5383)
N (-0.4540, -0.7238, 1.5908)
C (-3.2501, 1.4922, 2.8487)
C (-1.9924, 4.5156, 1.1613)
C (-3.5300, 1.4351, -2.5810)
O (4.5422, -3.8262, 2.4840)
H (3.7920, 3.7349, 0.5197)
H (2.9070, -2.2996, 3.5548)
C (0.0519, -0.1503, 2.7081)
H (2.8747, -0.1223, 1.5644)
H (4.3232, -4.9347, -1.2317)
C (3.7852, -0.2571, 0.9892)
N (-3.0751, -1.8264, 0.7590)
N (1.1146, -0.7530, 3.1605)
C (-3.5735, 2.2842, -4.8434)
C (0.1162, 2.6413, -0.2963)
C (-4.7421, 4.5801, 1.0649)
C (-4.8760, -0.5570, 3.6805)
C (-2.6479, 3.5430, 0.3971)
H (-4.9352, 0.8011, -4.0831)
C (3.5430, 0.0187, -0.4851)
H (-2.1251, 6.1609, 2.5116)
H (-3.9426, 0.7535, -1.8325)
H (1.0929, 0.5759, -2.8073)
H (5.1613, -1.8139, 0.4932)
C (-0.7287, -3.1477, -3.1252)
N (1.3032, -1.8231, 2.3125)
N (-1.6529, -1.2374, -1.3051)
C (1.9291, 2.9835, 1.3049)
H (-5.8327, 4.5798, 0.9901)
C (0.6163, 2.6353, 1.0148)
C (2.0728, 0.3731, -2.3742)
H (5.4065, -3.7970, -0.3611)
H (-1.0979, 3.7608, -3.0432)
H (-0.3887, 0.7266, 3.1973)
C (4.4796, -1.6188, 1.3445)
N (-3.2676, 0.3873, 2.1001)
H (2.6666, -5.5549, 1.5725)
C (4.4871, 0.3222, -2.6841)
O (-2.8478, -4.1258, 0.3855)
H (-0.9569, 0.2149, -2.5903)
C (-1.9256, 3.0670, -3.2690)
H (-0.0739, -1.4198, -4.2617)
C (-1.3611, -3.5649, -1.9847)
H (0.7071, 2.9420, -2.3520)
O (-4.5341, -2.9386, 2.1689)
C (2.2716, 3.4639, -0.9988)
C (-2.4709, 3.0605, -4.5489)
H (-1.5316, -4.6085, -1.7094)
C (2.4731, -2.7382, 2.6321)
C (-4.9051, 0.6384, 4.3709)
Cl (2.9275, 0.6979, -4.8965)
C (3.7044, -2.9688, 1.6685)
C (-1.0563, -0.8612, -2.4477)
C (-2.6499, -2.9543, 0.0765)
H (2.2904, -3.8707, -1.5568)
H (-4.0605, 2.6296, 4.4531)
C (-4.0721, 1.6710, 3.9366)
H (2.2269, -5.6581, -0.1602)
Ir (-2.1883, -0.0371, 0.3383)
C (3.1937, 0.4330, -3.1997)
C (-4.0930, 1.4519, -3.8623)
C (-2.4230, 2.2394, -2.2690)
H (1.8999, -2.3890, -0.6101)
H (1.3914, 0.1013, -0.3561)
C (0.3189, -1.7912, 1.3927)
C (-4.0745, 5.5293, 1.8391)
C (-0.5921, -1.7730, -3.3648)
H (-4.6223, 6.2771, 2.4150)
H (-2.5359, 2.2505, 2.5338)
C (-4.0347, 3.6133, 0.3535)
H (5.1077, -1.4318, 2.2289)
H (-0.8965, 4.5490, 1.1770)
C (0.9747, 3.0445, -1.2928)
C (4.5691, -4.5105, -0.2252)

Results of the Löwdin charge analysis, in e, for atoms 1 through 5: atom 1 (C): -0.044, atom 2 (H): 0.115, atom 3 (H): 0.112, atom 4 (C): -0.427, atom 5 (H): 0.103



ORCA calculation (ωB97M-V/def2-TZVPD) on a molecular structure, C30H44N3Si2TeTl.

Output
* molecular weight: 834.9 g/mol
* calculated total energy: -64038.3335 eV
* orbital gap: 0.2718 Eh
* largest force on an atom: 0.8 eV/Å

CARTESIAN COORDINATES (ANGSTROEM)
C (3.7232, -2.2445, 3.3179)
C (5.9426, -2.1158, 1.1856)
H (6.0670, -3.1925, 1.3213)
H (5.2305, 3.1614, 3.2313)
H (-2.0742, 2.3178, 2.8362)
H (-2.1832, -2.7301, -0.0781)
H (2.6943, -1.9905, 3.5774)
N (-1.7948, -0.1782, -3.2239)
H (4.6454, 0.7374, 2.3717)
H (4.2734, 0.7375, 0.6484)
C (0.6306, -0.0583, -3.6834)
H (3.0828, -3.4458, 0.3110)
C (-1.4144, -1.0372, 0.9936)
Tl (1.5478, 0.5917, -1.5208)
C (-0.0734, 0.0707, -6.4313)
C (4.0114, 0.2878, 1.6068)
H (-1.8094, -1.9541, 2.8812)
C (-1.2962, 0.1852, 0.3117)
H (-0.5650, -2.2394, -0.5805)
C (-1.9630, 0.1775, 3.0175)
H (6.1881, -1.8804, 0.1481)
H (4.3771, -1.8090, 4.0778)
H (-2.2128, 0.1695, 4.0710)
C (3.3076, 3.8970, 5.8690)
H (4.0702, 3.4338, 1.9272)
H (3.8315, -3.3300, 3.3722)
H (-2.8189, -2.5042, -2.9325)
C (1.3635, 4.2694, 3.5046)
H (-5.4576, 1.1853, -1.1560)
H (1.5265, 5.3489, 3.5269)
H (-4.5780, -4.0055, -3.7554)
C (-2.5161, -0.1231, -5.9138)
C (-0.6970, -0.0799, -4.1234)
Te (1.9696, 0.8542, 2.0855)
C (-1.2231, -2.3496, 0.2812)
C (-5.5215, -0.9206, -1.6066)
H (-6.9692, 0.3784, -0.7155)
C (-1.8735, 1.3805, 2.3324)
H (-2.5718, -0.1112, -7.0005)
C (3.0367, -2.3543, 0.2947)
H (3.5388, 4.9642, 5.8873)
C (-1.0724, -0.0407, -5.4770)
H (-7.5341, -1.5968, -1.8272)
C (1.5835, 0.0328, -4.7097)
C (-4.8483, -3.1399, -3.1647)
C (-4.1826, -1.1734, -1.9354)
H (-0.8024, -3.0921, 0.9590)
H (1.6372, 1.2583, 4.7324)
H (-3.3705, 0.0496, -0.4964)
Si (4.1744, -1.5957, 1.6029)
C (-3.8553, -2.2899, -2.7049)
H (2.4698, 3.7255, 6.5479)
C (-1.7359, -1.0143, 2.3458)
H (-6.9527, -3.5569, -3.2048)
H (1.1269, 3.9828, 2.4785)
H (3.3276, 0.8635, 4.4394)
H (2.6392, 0.0374, -4.4443)
H (3.3375, -2.0358, -0.7068)
C (2.4990, 1.4874, 4.1024)
H (2.0329, 0.2005, -6.8062)
H (4.5694, 4.7738, 2.9640)
H (-2.6830, -0.2964, -3.6826)
H (-5.5254, 0.1464, 0.2694)
N (-3.2031, -0.3043, -1.4250)
H (1.9946, -2.0678, 0.4575)
C (4.3273, 3.7090, 2.9520)
C (-6.1748, -2.8928, -2.8522)
H (4.1732, 3.3610, 6.2637)
Si (2.8879, 3.3324, 4.1143)
H (-0.3463, 0.1281, -7.4787)
C (1.2590, 0.1093, -6.0531)
C (-1.5397, 1.3804, 0.9870)
N (-0.9635, 0.2288, -1.0640)
C (-6.4971, -1.7908, -2.0738)
H (-2.9897, -1.0487, -5.5718)
H (-3.1044, 0.7215, -5.5427)
H (-1.4655, 2.3095, 0.4343)
C (-5.8878, 0.2648, -0.7564)
H (0.4893, 4.0516, 4.1238)
H (6.6709, -1.6131, 1.8250)
C (-1.9103, -0.0990, -1.8894)

Results of the Löwdin charge analysis, in e, for atoms 1 through 5: atom 1 (C): -0.193, atom 2 (C): -0.186, atom 3 (H): 0.027, atom 4 (H): 0.028, atom 5 (H): 0.103



ORCA calculation (ωB97M-V/def2-TZVPD) on a gas-phase ion, C5H12NS2 (charge +1).

Output
* molecular weight: 150.3 g/mol
* calculated total energy: -28531.8777 eV
* net charge: +1
* orbital gap: 0.3653 Eh
* largest force on an atom: 5.3 eV/Å

CARTESIAN COORDINATES (ANGSTROEM)
H (-0.2662, -1.1656, -2.6988)
N (0.2342, -0.1305, -1.0298)
H (-1.6282, -0.9674, -1.6309)
H (1.1496, -0.1698, 1.5729)
H (0.5728, -2.8117, -0.8905)
C (0.2834, 0.4157, 1.4536)
C (0.6755, 1.8703, 1.3907)
S (-2.0832, 0.9839, 0.1141)
C (-0.5686, -0.0833, 0.3269)
H (-2.2040, 1.3667, 1.4089)
H (0.0857, 2.4765, 2.0236)
H (1.7073, 2.0917, 1.5585)
H (0.4697, 2.1583, 0.3434)
H (-1.0294, -3.3193, -1.1545)
C (-0.4027, -2.4701, -0.9052)
H (1.1400, -0.2692, -0.6528)
H (0.1107, 0.8472, -1.2140)
S (-0.9462, -1.8327, 0.7270)
C (-0.5695, -1.1511, -1.6672)
H (-0.0127, 0.2624, 2.4832)

Results of the natural (NBO) charge analysis, in e, for atoms 1 through 5: atom 1 (H): 0.241, atom 2 (N): -0.553, atom 3 (H): 0.257, atom 4 (H): 0.239, atom 5 (H): 0.222



ORCA calculation (ωB97M-V/def2-TZVPD) on a single H5N4P molecule.

Output
* molecular weight: 92.0 g/mol
* calculated total energy: -15327.7617 eV
* orbital gap: 0.3307 Eh
* largest force on an atom: 5.2 eV/Å

CARTESIAN COORDINATES (ANGSTROEM)
H (0.3835, -1.9116, -1.5892)
H (-0.7351, 1.0303, -0.4972)
N (0.5154, -0.9612, -1.2798)
H (1.5299, 1.4878, 1.6648)
N (-1.4852, 0.5284, -0.0239)
H (1.4559, -0.9740, -0.6372)
N (0.6266, 1.2004, 1.4556)
P (-0.7266, -0.8240, 0.4993)
H (-2.2038, 0.4382, -0.7595)
N (0.6394, -0.0141, 1.1671)

Results of the natural (NBO) charge analysis, in e, for atoms 1 through 5: atom 1 (H): 0.345, atom 2 (H): 0.396, atom 3 (N): -1.086, atom 4 (H): 0.313, atom 5 (N): -1.163



ORCA calculation (ωB97M-V/def2-TZVPD) on a single C5H10N2O2 molecule.

Output
* molecular weight: 130.1 g/mol
* calculated total energy: -12421.5236 eV
* orbital gap: 0.3593 Eh
* largest force on an atom: 2.6 eV/Å

CARTESIAN COORDINATES (ANGSTROEM)
C (2.0746, -0.0390, -0.5581)
H (-2.4681, 2.0316, 0.1597)
O (-1.9366, -0.7707, 1.3240)
C (-1.6915, 0.1124, 0.5400)
H (2.6126, -0.9663, -0.7910)
C (0.4715, -1.8707, 0.0773)
H (-3.7255, 0.7694, 0.3830)
H (-2.7742, 0.8677, -1.1207)
H (1.9349, 0.5426, -1.4764)
C (-2.7511, 1.0007, -0.0404)
N (0.7153, -0.4462, -0.0011)
H (1.3156, -2.3564, 0.5703)
N (-0.0792, 1.7738, -0.0571)
H (0.8525, 2.0969, -0.2951)
O (2.8146, 0.7736, 0.3012)
H (2.9292, 0.3281, 1.1491)
H (-0.4142, -2.0698, 0.6728)
C (-0.2244, 0.5243, 0.0835)
H (0.3442, -2.3021, -0.9211)

Results of the natural (NBO) charge analysis, in e, for atoms 1 through 5: atom 1 (C): 0.099, atom 2 (H): 0.268, atom 3 (O): -0.540, atom 4 (C): 0.574, atom 5 (H): 0.167